a | ORCA calculation (the ωB97M-V functional and the def2-TZVPD basis) on a 3-piece molecular cluster, C2H9N2S2 overall.

Last column: natural (NBO) charge in e.
Positions of all 15 atoms, in Å:
S -3.057 3.648 0.511  -0.26
H 1.539 0.256 1.024  0.21
H -2.644 3.261 -0.695  0.13
H -2.508 0.181 -1.381  0.15
C 1.369 -1.629 -0.008  0.21
H -2.933 2.421 1.022  0.13
H 1.017 -0.630 -1.811  0.49
H -0.153 -1.681 -1.380  0.48
H -0.089 -0.217 -0.591  0.38
N 2.388 -1.324 2.066  -0.35
H 1.545 -2.691 -0.093  0.26
H 2.552 -0.627 2.797  0.38
S -1.379 0.888 -1.535  -0.39
C 1.791 -0.808 1.064  -0.05
N 0.564 -1.049 -0.990  -0.76

Computed properties:
HOMO-LUMO gap: 3.18 eV
Net charge: +1
Highest occupied orbital energy: -11.88 eV

---

b | ORCA calculation (the ωB97M-V functional and the def2-TZVPD basis) on a 2-piece molecular cluster, C2H9N2S2 overall.

Last column: natural (NBO) charge in e.
Positions of all 15 atoms, in Å:
H 3.326 -1.296 -0.234  0.25
N -2.215 -0.204 0.348  -0.70
S 1.019 -0.614 -0.285  0.04
H -1.399 -0.271 -0.260  0.43
S 0.389 0.826 -1.689  -0.15
H 3.046 -0.068 -1.458  0.24
H -0.175 0.947 1.191  0.42
H 2.610 -1.695 -1.820  0.24
C 2.630 -0.965 -1.008  -0.75
H 0.818 0.171 -2.774  0.16
H -3.089 -0.698 0.261  0.45
H -0.852 1.091 2.823  0.45
N -0.963 1.080 1.821  -0.75
H -3.028 1.026 1.771  0.23
C -2.117 0.669 1.315  0.42

Computed properties:
HOMO-LUMO gap: 8.47 eV
Net charge: +1
Highest occupied orbital energy: -12.54 eV

---

What should be chosen as the least stable of them? Choose a.

---

a | ORCA calculation (the ωB97M-V functional and the def2-TZVPD basis) on a 2-piece molecular cluster, C7H5N2OS2 overall.

Last column: natural (NBO) charge in e.
Positions of all 17 atoms, in Å:
C -0.270 1.639 -0.082  0.05
C 0.573 0.547 -0.308  0.10
C 0.064 -0.725 -0.456  -0.34
H 3.022 2.588 0.324  0.15
H -3.172 0.210 0.137  0.17
H 2.484 0.127 0.238  0.39
H 0.720 -1.514 -0.766  0.20
C -2.099 0.320 -0.062  -0.09
N -1.608 1.590 0.012  -0.46
C 2.054 2.130 0.721  -0.59
S 4.393 -0.931 0.869  -0.03
C 4.711 -0.252 -0.490  0.37
N 1.809 0.894 0.108  -0.58
O 5.366 0.139 -1.392  -0.49
C -1.317 -0.755 -0.323  -0.25
S 0.629 3.117 0.312  0.21
H -1.788 -1.756 -0.511  0.19

Computed properties:
HOMO-LUMO gap (alpha / beta): 3.58 / 3.32 eV
Net charge: -1
Highest occupied orbital energy (alpha / beta): -1.03 / -0.84 eV

---

b | ORCA calculation (the ωB97M-V functional and the def2-TZVPD basis) on a 2-piece molecular cluster, C7H5N2OS2 overall.

Last column: natural (NBO) charge in e.
Positions of all 17 atoms, in Å:
N 1.584 -1.527 0.729  -0.47
C -3.488 0.402 0.741  0.44
H -2.055 -1.216 -2.125  0.15
H 3.203 -0.780 1.873  0.17
H 1.190 2.283 -0.254  0.20
S -2.435 1.516 1.024  -0.07
C -1.681 -0.937 -1.194  -0.62
H 3.215 1.474 1.029  0.20
C 1.308 1.155 -0.053  -0.34
N -0.708 0.173 -1.298  -0.60
C 0.607 -1.200 -0.079  0.08
C 0.419 0.177 -0.481  0.13
S -0.657 -2.323 -0.701  0.18
C 2.433 0.766 0.714  -0.24
C 2.584 -0.584 1.039  -0.10
H -1.177 1.002 -1.565  0.38
O -4.341 -0.382 0.602  -0.49

Computed properties:
HOMO-LUMO gap (alpha / beta): 4.50 / 4.50 eV
Net charge: -1
Highest occupied orbital energy (alpha / beta): -1.38 / -1.38 eV

---

What should be chosen as the least stable of them? Choose a.